Entry from the OMol25 dataset: a structure of composition C16H17AsBCoF4I2N3O8S4 in a non-equilibrium geometry (wB97M-V/def2-TZVPD).

```
57
C16H17AsBCoF4I2N3O8S4 wB97M-V/def2-TZVPD
Co -0.29292 1.04278 -1.52944
O -2.14402 2.57808 2.22876
As -2.02912 2.75698 0.36426
O -2.17142 4.35338 0.28626
O -0.57542 1.96758 0.19226
C -3.54462 1.57678 -0.03394
C -4.16712 0.83098 0.95856
C -5.12272 -0.11122 0.62366
C -5.48252 -0.30922 -0.70094
C -4.88182 0.45108 -1.68884
C -3.91792 1.37778 -1.34194
S -3.05042 2.26878 -2.62124
O -2.96462 1.30458 -3.72894
O -3.84942 3.41248 -2.96284
O -1.73752 2.55908 -2.04264
H -2.26042 3.47618 2.53866
H -3.85742 0.96718 1.98546
H -5.57352 -0.71392 1.39996
H -6.21422 -1.05922 -0.96164
H -5.11602 0.32628 -2.73474
I -1.57872 -0.58552 -3.10044
C -0.37992 -2.45312 -3.02084
I -0.76062 -3.81152 -1.43944
H 0.66668 -2.18712 -2.91844
H -0.56192 -3.02752 -3.92414
F 0.89878 1.80028 -3.12074
B 1.25418 1.81398 -4.53304
F 0.77838 0.63578 -5.06894
F 2.62428 1.85398 -4.63054
F 0.69478 2.89988 -5.14074
C 0.61968 0.45388 3.52896
N -0.23842 0.26008 2.38976
C -0.39422 -0.85962 1.70646
N 0.26608 -1.99182 2.08476
S -1.52292 -0.94442 0.46976
H 0.20888 1.27838 4.10796
H 1.64818 0.71128 3.25036
H 0.61648 -0.44702 4.14366
H -0.61512 1.10018 1.94826
H 1.18758 -1.87342 2.47876
H 0.16258 -2.74952 1.42576
O 5.21428 1.68898 1.11266
S 4.04788 1.00038 1.59706
O 3.61348 1.37888 2.92546
N 2.82518 1.01418 0.51686
C 2.58158 -0.18412 0.07606
S 1.45868 -0.57542 -1.10804
C 3.38498 -1.27212 0.65626
C 3.29078 -2.63332 0.40256
C 4.14898 -3.48292 1.07946
C 5.07688 -2.99142 1.99196
C 5.16828 -1.62612 2.24446
C 4.31288 -0.78942 1.56976
H 2.55428 -3.00092 -0.29524
H 4.08928 -4.54712 0.89926
H 5.72838 -3.68032 2.51106
H 5.88298 -1.23282 2.95256
```

Computed properties:
**Total charge**: -2
**E**: -7617.4580 Ha
**2S+1**: 2
**Highest occupied orbital energy (spin up / spin down)**: -2.83 / -2.83 eV
**Maximum force**: 2.9 eV Å⁻¹
**Frontier orbital gap (spin up / spin down)**: 6.3939 / 6.3903 eV
**LUMO (spin up / spin down)**: 3.56 / 3.56 eV

Entry from the OMol25 dataset: a structure of composition C12H27Cl2O5P2Pb in a non-equilibrium geometry (wB97M-V/def2-TZVPD).

```
49
C12H27Cl2O5P2Pb wB97M-V/def2-TZVPD
C -3.99265 -1.81542 -1.25780
C -2.51110 -1.87275 -1.08641
H -4.40397 -2.76252 -1.66788
H -4.33397 -0.93657 -1.82288
H -4.42962 -1.68422 -0.25317
O -1.64103 -2.10890 -1.91424
Cl -2.02631 -1.32407 0.70236
Pb 0.69732 0.35610 2.04611
P -0.23384 -3.53934 1.11007
C 0.99050 -4.70188 0.45650
C 0.01026 -3.64462 2.91700
H -2.57073 -4.07886 1.51595
H -1.52610 -5.58851 1.37023
H -2.00299 -4.65588 -0.13557
C -1.75928 -4.57419 0.94604
H -0.76520 -3.02440 3.40882
H -0.12045 -4.72079 3.19558
H 0.77956 -5.70295 0.87087
H 1.99120 -4.34741 0.73383
H 1.02689 -3.27940 3.14016
H 0.83033 -4.69766 -0.63188
C 0.91315 -1.60493 0.40571
O 1.48401 -1.56932 -0.62402
Cl 2.65004 -1.09526 2.54582
C 4.36977 2.54914 -0.71070
C 3.28801 2.25424 0.33960
O 2.03864 1.60977 -0.23098
P 1.29406 1.91504 -1.73385
O 1.39506 3.57275 -1.73985
C 1.24727 4.56603 -0.64679
C 0.13806 4.31154 0.32837
O -0.27362 1.58210 -1.17165
C -1.47482 2.07649 -1.87678
C -2.62369 2.09884 -0.93264
H 4.65229 1.64701 -1.28810
H 5.22000 2.86000 -0.08526
H 4.11390 3.37749 -1.40690
H 3.61795 1.53390 1.10419
H 2.92490 3.15453 0.88483
H 2.22170 4.71012 -0.17390
H 1.07407 5.51058 -1.17234
H 0.31049 3.37828 0.87992
H 0.06943 5.16054 1.02814
H -0.83149 4.27206 -0.18557
H -1.25894 3.09372 -2.30820
H -1.68328 1.36642 -2.71224
H -2.56596 2.87413 -0.18593
H -3.47855 2.34007 -1.54584
H -2.84126 1.15896 -0.42872
```

Computed properties:
**Total charge**: +3
**E**: -2644.4556 Ha
**Highest occupied orbital energy (spin up / spin down)**: -19.97 / -18.73 eV
**Maximum force**: 7.2 eV Å⁻¹
**Frontier orbital gap (spin up / spin down)**: 7.3298 / 4.9315 eV
**LUMO (spin up / spin down)**: -12.64 / -13.80 eV

Entry from the OMol25 dataset: a structure of composition C8H8 in a non-equilibrium geometry (wB97M-V/def2-TZVPD).

```
16
C8H8 wB97M-V/def2-TZVPD
C 0.00787 -1.66360 -1.16390
C -0.60909 -0.52591 -0.37337
C 0.37595 0.34809 0.13266
C -0.18745 1.14483 1.17627
C -1.60082 0.69791 1.25219
C -1.87018 -0.36307 0.35151
C 1.57385 0.74007 -0.37592
C 2.68191 1.13149 -0.78670
H 0.95898 -1.38430 -1.51653
H -0.64024 -2.45528 -2.12857
H 0.19120 -2.51244 -0.10873
H -0.35295 1.99079 0.59875
H 0.43833 1.26270 2.03629
H -2.23535 1.23968 1.93916
H -2.56673 -1.03635 -0.10344
H 3.83474 1.38540 -0.92967
```

Computed properties:
**Total charge**: 0
**E**: -309.4009 Ha
**Highest occupied orbital energy**: -7.72 eV
**Maximum force**: 6.3 eV Å⁻¹
**Frontier orbital gap**: 8.0608 eV
**LUMO**: 0.34 eV

Quick rundown of energy above the lowest of the compared OMol25 structures with the same formula, charge and spin, same order as above: 0.00; 0.00; 558.91 kJ/mol